[1]
# C2H12O5

5 unconnected molecules or ions with the total composition C2H12O5 (the ωB97M-V functional and the def2-TZVPD basis, the Open Molecules 2025 dataset).

Results
- gap between HOMO and LUMO (alpha / beta) (Eh) = 0.321 / 0.170
- relative energy (zero: lowest compared OMol25 entry of this formula, charge and spin) (eV) = 1.923
- lowest unoccupied orbital energy (alpha / beta) (eV) = -5.831 / -9.926
- expectation value of S² = 0.7571

ORCA input file:
```
! RIJCOSX wB97M-V def2-TZVPD def2/J DEFGRID3
* xyz 1 2
O 1.57344 -1.54550 -1.21329
O 0.83338 1.29231 2.21706
O -1.32744 1.13862 -1.38940
O 0.34301 -1.52314 1.66640
O 1.50185 1.05029 -2.18093
C -1.48129 -0.23108 0.86144
C -0.78164 -1.17722 1.81374
H 1.53035 0.89302 1.68320
H 1.26385 -2.45630 -1.33013
H -1.50412 0.49098 -2.08759
H -0.67073 1.65805 -1.88919
H -2.36468 -0.72711 0.46097
H -1.87060 0.65498 1.35071
H 1.17749 -1.21909 -0.39754
H 1.05001 0.30035 -2.58794
H 0.87585 2.22621 1.94722
H -0.81470 0.12817 0.07773
H -1.45954 -1.51581 2.62938
H 2.12551 0.56227 -1.63185
*
```



[2]
# C8H16O10Zn

A molecular structure, C8H16O10Zn (the ωB97M-V functional and the def2-TZVPD basis, the Open Molecules 2025 dataset).

Results
- gap between HOMO and LUMO (Eh) = 0.214
- relative energy (zero: lowest compared OMol25 entry of this formula, charge and spin) (eV) = 0.000
- lowest unoccupied orbital energy (eV) = 4.284

ORCA input file:
```
! RIJCOSX wB97M-V def2-TZVPD def2/J DEFGRID3
* xyz -2 1
Zn -0.75789 0.15584 -0.50874
O 0.04044 -1.73389 -0.48320
O -2.59499 -0.37514 -1.39286
O 1.80679 1.76524 -2.48718
O -1.54303 2.13149 -0.30718
O -0.02420 0.63698 -2.39431
O 2.47779 2.25423 0.49323
O -1.71695 -0.10149 1.30319
O 0.98609 0.74673 0.43284
O -2.13795 0.24418 3.40949
O -0.07447 -3.63653 -1.39017
C 1.63403 1.53734 1.06046
C 1.51439 1.58326 2.59982
C -1.54680 -0.44742 2.47883
C 0.50583 -2.82996 -0.65004
C 1.66366 -3.41602 0.22099
C 0.74399 1.43951 -2.99385
C -0.69153 -1.73431 2.81644
C 0.27813 2.23070 -4.25178
H -1.11405 2.78943 0.23993
H 2.37634 1.94774 3.15865
H 1.39112 -3.55682 1.26693
H -0.97631 -2.14542 3.78494
H -3.04724 -0.20265 -2.21866
H 2.46091 -2.68239 0.10150
H 0.39285 3.30228 -4.08851
H -2.38671 2.52198 -0.53512
H 0.33785 -1.37675 2.84143
H -0.79090 2.06469 -4.38485
H 0.76006 1.80060 -5.12976
H 2.06527 -4.36666 -0.12987
H 0.69920 2.26281 2.84836
H -0.76718 -2.54910 2.09638
H -3.21344 -0.90117 -0.88586
H 1.24889 0.64062 3.07841
*
```



[3]
# C15H11ClN2O2

A molecular structure, C15H11ClN2O2 (the ωB97M-V functional and the def2-TZVPD basis, the Open Molecules 2025 dataset).

Results
- gap between HOMO and LUMO (Eh) = 0.300
- lowest unoccupied orbital energy (eV) = -0.725

ORCA input file:
```
! RIJCOSX wB97M-V def2-TZVPD def2/J DEFGRID3
* xyz 0 1
Cl 3.32714 -1.59531 -1.60131
O -3.64841 -2.64695 0.81444
O 0.74202 -2.93450 0.00406
N -2.87772 -0.43821 0.33111
N -0.55290 -1.42340 -0.44048
C -1.73544 2.53332 -0.92911
C -2.74964 -1.88926 0.24266
C 0.55812 -1.64627 0.02222
C 3.83572 0.03061 0.34544
C 1.62595 -0.98396 0.31290
C 3.42253 0.97329 1.49565
C -0.08098 0.89184 -1.39239
C 1.33379 0.10831 1.54561
C -2.12531 0.36489 -0.25687
C -2.52909 1.54633 -0.54530
C -0.53114 2.06487 -1.26041
C -1.75465 -2.25868 -0.39664
C 2.24114 0.90424 1.85038
C 2.82084 -0.76522 -0.08987
C -0.96574 -0.00410 -0.74170
H -3.86635 -0.07574 0.75603
H 4.73332 0.29996 -0.07127
H -3.49397 2.00679 0.01713
H 4.18168 1.70176 1.64415
H -1.26801 -3.26961 -0.24644
H 1.89669 1.64795 2.97562
H 0.26778 3.04738 -1.93850
H -2.05300 3.61575 -0.98830
H 0.34131 0.05717 2.04246
H 0.90759 0.35157 -1.63759
H -2.00325 -2.21483 -1.86369
*
```



[4]
# C12H21FNO4Sr2

A molecular structure, C12H21FNO4Sr2 (the ωB97M-V functional and the def2-TZVPD basis, the Open Molecules 2025 dataset).

Results
- gap between HOMO and LUMO (Eh) = 0.052
- lowest unoccupied orbital energy (eV) = -12.664

ORCA input file:
```
! RIJCOSX wB97M-V def2-TZVPD def2/J DEFGRID3
* xyz 3 1
Sr -3.12773 28.36619 -7.20110
Sr -0.73591 30.99044 -8.80231
F -0.96541 29.51867 -6.76142
O -1.56823 32.27969 -10.74491
O 1.11835 29.09783 -9.69591
O 1.91062 24.64189 -2.61204
O 0.41405 29.72853 -4.39030
N 1.24116 31.79924 -10.27421
C 1.47089 25.92261 -2.98349
C 1.12378 27.76275 -9.15363
C -2.83701 32.02843 -11.36213
C 1.31126 26.21103 -4.35447
C 0.88479 28.23813 -2.55779
C -0.62620 32.68770 -11.75468
C 0.96323 27.45422 -4.81262
C 0.71076 28.47875 -3.92944
C 1.86077 30.86382 -11.16542
C 1.24696 27.00667 -2.05271
C 0.65063 32.95750 -10.95519
C 2.19051 29.53375 -10.53131
H 2.81825 31.14722 -11.60248
H 0.81176 27.62687 -5.86791
H 1.23799 26.78697 -0.99533
H 1.58201 25.52041 -5.13942
H 0.70349 27.78842 -8.14824
H 1.45832 33.47640 -11.47140
H -3.52085 31.43204 -10.75817
H -0.57946 31.94809 -12.55398
H -0.86864 33.60116 -12.29773
H -3.24435 33.03576 -11.44845
H 2.14212 27.37464 -9.17465
H 0.30187 33.76764 -10.31476
H 2.65841 28.83535 -11.22514
H 0.16740 29.63878 -5.31372
H 1.12265 30.51149 -11.88593
H 2.92882 29.88162 -9.80882
H 0.59130 29.00441 -1.85558
H 0.59382 27.08394 -9.82180
H 1.96640 24.16663 -3.44428
H 2.07149 32.14144 -9.81211
H -2.78800 31.54729 -12.33897
*
```



[5]
# C5H6O

A single C5H6O molecule (the ωB97M-V functional and the def2-TZVPD basis, the Open Molecules 2025 dataset).

Results
- gap between HOMO and LUMO (Eh) = 0.383
- relative energy (zero: lowest compared OMol25 entry of this formula, charge and spin) (eV) = 1.415
- lowest unoccupied orbital energy (eV) = 0.592
- SMILES = C=C=C(C)C=O

ORCA input file:
```
! RIJCOSX wB97M-V def2-TZVPD def2/J DEFGRID3
* xyz 0 1
O 2.48870 0.04019 0.88349
C 0.21463 0.00382 0.20890
C -1.27051 -0.07470 -1.94512
C -0.26784 0.06481 1.63329
C 1.68225 -0.00473 -0.01805
C -0.55401 -0.03786 -0.85717
H 1.99609 -0.05279 -1.08065
H 0.07617 -0.81514 2.18623
H -1.35764 0.11465 1.68289
H -1.57713 0.83992 -2.44661
H 0.15683 0.94149 2.13219
H -1.58754 -1.01967 -2.37940
*
```



[6]
# H5ISi2

A single H5ISi2 molecule (the ωB97M-V functional and the def2-TZVPD basis, the Open Molecules 2025 dataset).

Results
- gap between HOMO and LUMO (alpha / beta) (Eh) = 0.215 / 0.225
- relative energy (zero: lowest compared OMol25 entry of this formula, charge and spin) (eV) = 1.081
- lowest unoccupied orbital energy (alpha / beta) (eV) = 0.646 / -4.090
- expectation value of S² = 2.0056

ORCA input file:
```
! RIJCOSX wB97M-V def2-TZVPD def2/J DEFGRID3
* xyz 0 3
I -2.51830 -2.17952 -1.09510
Si -0.49069 -0.51217 -1.28572
Si 0.50467 -0.22401 0.67768
H 0.80484 1.18415 0.83473
H 1.93571 -0.74095 0.48307
H 0.51547 -1.40332 -1.93204
H -0.36832 -0.89480 1.65756
H -1.14857 0.61470 -2.28220
*
```



What is the formula in the fourth record?
C12H21FNO4Sr2